This record from the OMol25 dataset describes an isolated ion of composition C6H14N5 and charge +1 at a distorted geometry. The level of theory is ωB97M-V with the def2-TZVPD basis set.

Properties
Electronic energy (eV): -13892.5160
SMILES: CC(C)[C@@]1(N)N=CNC(=[NH2+])N1
E_LUMO (Eh): -0.112
HOMO (eV): -13.365
Energy relative to the best compared isomer or geometry (same formula, charge and spin) (kJ/mol): 203.68
HOMO-LUMO gap (eV): 10.32

Geometry as ORCA input:
```
! wB97M-V def2-TZVPD RIJCOSX def2/J DEFGRID3
* xyz 1 1
N -0.908 0.577 -0.711
N 0.622 -0.898 -1.752
N -3.226 0.948 -0.345
N 0.055 -1.344 0.432
N -2.120 -0.657 0.800
C 2.816 -0.359 -0.124
C -1.033 -1.426 1.048
C 1.559 0.467 -0.041
C 1.165 1.181 1.267
C 0.366 -0.346 -0.523
C -2.052 0.326 -0.164
H -3.521 1.669 -1.088
H 0.460 0.382 1.763
H -3.928 0.508 0.087
H -2.982 -0.654 1.352
H 3.688 0.371 -0.083
H 1.203 -0.359 -2.346
H 1.923 1.647 1.923
H -0.862 0.998 -1.642
H 2.625 -1.194 -0.821
H 1.754 1.328 -0.686
H 0.430 -1.936 -1.948
H 0.418 1.960 1.060
H -1.372 -2.174 1.778
H 2.921 -1.016 0.765
*
```